{
  "formula": "C3H4OS",
  "method": "ωB97M-V/def2-TZVPD",
  "smiles": "S=C1COC1",
  "e_tot_ha": -590.06426,
  "relative_energy_kj_mol": 158.6,
  "species": ["C", "C", "C", "H", "H", "H", "H", "O", "S"],
  "positions_angstrom": [[0.81223, 0.00389, -0.10243], [-0.25854, -1.03266, -0.00508], [-0.31307, 1.03448, -0.00229], [-0.29953, -1.69048, -0.86747], [-0.27314, -1.55390, 0.97591], [-0.36902, 1.55964, 0.95878], [-0.45165, 1.70737, -0.86244], [-1.25845, -0.03629, -0.06632], [2.41117, 0.00796, -0.02866]],
  "atomic_forces_ev_per_a": [[0.660, 0.646, 1.028], [0.181, -0.451, 0.166], [0.103, -0.087, -0.661], [-0.049, -0.488, 0.082], [0.150, -0.048, -0.655], [0.204, 0.084, -0.207], [0.262, 0.030, 0.382], [-1.208, 0.262, 0.151], [-0.302, 0.052, -0.286]]
}



{
  "formula": "H3NO2S2",
  "method": "ωB97M-V/def2-TZVPD",
  "smiles": "NO[S@H](=O)=S",
  "e_tot_ha": -1003.25654,
  "relative_energy_kj_mol": 236.0,
  "species": ["N", "O", "O", "S", "S", "H", "H", "H"],
  "positions_angstrom": [[1.18967, 1.02114, 0.53027], [-1.17036, 0.58487, -0.09196], [1.07549, -0.27409, 0.01250], [-1.14489, -2.34549, 0.38005], [-0.56350, -0.71501, -0.36042], [0.53494, 1.54883, 0.03889], [0.81805, 0.92109, 1.40180], [-0.73939, -0.74134, -1.91114]],
  "atomic_forces_ev_per_a": [[2.269, -0.952, -1.628], [-0.984, -0.971, 0.115], [-0.526, -1.944, -1.214], [0.483, 0.400, -0.138], [-0.148, 2.178, -2.109], [-1.121, 1.542, -1.150], [-1.037, 0.089, 3.320], [1.063, -0.342, 2.805]]
}



{
  "formula": "C24H40BBa2F4N2O10",
  "method": "ωB97M-V/def2-TZVPD",
  "total_charge": 3,
  "e_tot_ha": -2274.39281,
  "species": ["Ba", "Ba", "B", "F", "F", "F", "F", "C", "C", "C", "C", "C", "C", "N", "O", "O", "H", "H", "H", "H", "H", "C", "C", "C", "C", "C", "C", "N", "O", "O", "H", "H", "H", "H", "H", "C", "O", "C", "C", "O", "C", "H", "H", "H", "H", "H", "H", "H", "H", "H", "H", "C", "O", "C", "C", "O", "C", "H", "H", "H", "H", "H", "H", "H", "H", "H", "H", "C", "O", "C", "C", "O", "C", "H", "H", "H", "H", "H", "H", "H", "H", "H", "H"],
  "positions_angstrom": [[-7.44634, 10.97415, 0.64397], [-2.93015, 5.57323, 1.73182], [-2.49502, 8.71438, -2.21106], [-3.33493, 7.66999, -1.98642], [-3.14264, 9.91205, -1.92549], [-1.58066, 8.74623, -1.25762], [-1.94301, 8.71363, -3.43770], [4.32222, 7.31479, -6.79837], [5.59099, 6.67337, -6.77402], [5.77476, 5.27217, -7.10038], [4.58826, 4.46271, -7.20806], [3.33573, 5.08243, -7.08072], [3.21243, 6.47900, -6.98179], [4.65276, 2.99124, -7.29483], [5.72160, 2.52469, -7.17839], [3.60261, 2.39691, -7.46435], [4.10541, 8.36004, -6.63451], [6.46897, 7.29140, -6.65747], [6.77745, 4.88722, -7.21364], [2.44540, 4.47221, -7.11725], [2.20905, 6.85957, -6.86022], [1.18857, 15.77699, -3.19468], [2.24277, 16.47280, -2.67913], [3.46596, 15.86736, -2.33274], [3.54898, 14.44586, -2.24906], [2.54234, 13.76578, -2.97973], [1.36969, 14.35942, -3.38816], [4.74024, 13.87548, -1.52811], [5.45085, 14.71330, -1.03221], [4.95706, 12.63791, -1.53922], [0.31875, 16.31845, -3.53621], [2.13518, 17.53135, -2.49395], [4.26731, 16.45529, -1.91014], [2.60855, 12.70925, -3.19366], [0.51795, 13.91423, -3.88086], [2.07610, 5.35352, 0.24235], [1.01460, 4.41056, -0.01273], [1.32943, 3.22068, -0.77044], [0.17846, 2.41295, -1.24058], [-0.86268, 3.34800, -1.46033], [-1.70269, 2.84336, -2.53379], [2.50874, 5.80039, -0.65277], [2.94497, 4.91214, 0.73055], [1.80323, 6.24770, 0.80275], [1.94480, 2.59544, -0.12354], [1.98871, 3.55454, -1.57165], [-0.19832, 1.73942, -0.47085], [0.50348, 1.93701, -2.16575], [-1.10644, 2.89064, -3.44503], [-2.50170, 3.50424, -2.86982], [-2.10538, 1.85167, -2.32765], [-3.28608, 1.70974, -9.98710], [-3.91208, 2.93858, -10.34693], [-5.30108, 2.94877, -9.96348], [-5.86887, 4.23548, -10.42476], [-5.46959, 5.37462, -9.56303], [-4.12049, 5.89318, -9.56227], [-2.25637, 1.65729, -10.34068], [-3.89648, 0.89774, -10.38230], [-3.26281, 1.78292, -8.89982], [-5.45826, 2.69218, -8.91584], [-5.82017, 2.18284, -10.53967], [-6.92566, 4.36806, -10.19300], [-5.61675, 4.40119, -11.47218], [-3.46593, 5.09879, -9.20365], [-3.96066, 6.76920, -8.93366], [-3.84079, 6.42976, -10.46889], [-6.37505, 16.00306, -0.62275], [-6.85396, 14.89215, -1.43349], [-6.04617, 14.98098, -2.69145], [-6.80524, 14.22423, -3.76030], [-7.21385, 12.89055, -3.26671], [-6.85399, 11.79534, -4.27204], [-6.73030, 16.04479, 0.40688], [-6.61825, 16.94457, -1.11516], [-5.28619, 15.96324, -0.59303], [-5.13402, 14.38510, -2.72323], [-5.77945, 16.01370, -2.91605], [-6.11009, 14.04115, -4.57965], [-7.67127, 14.69245, -4.22815], [-5.80097, 11.82718, -4.55174], [-7.27388, 11.89309, -5.27314], [-7.12534, 10.78852, -3.95455]],
  "atomic_forces_ev_per_a": [[0.047, 1.035, -1.094], [1.262, -0.292, -1.230], [0.064, 1.853, -1.003], [-2.054, -2.402, 0.554], [-2.499, 1.762, -0.374], [3.661, -1.355, 3.399], [0.115, -0.282, -1.351], [0.085, -2.267, -0.009], [-0.465, -0.833, -1.334], [-2.202, 1.196, 0.729], [0.515, 2.437, 0.633], [0.583, 0.198, -0.559], [0.365, -0.726, 0.756], [-2.229, 1.951, -0.393], [2.662, -1.721, 0.227], [0.031, -0.207, 0.055], [0.632, 0.122, 0.031], [0.164, -0.101, 0.066], [-0.124, -0.204, 0.115], [0.027, -0.064, -0.027], [-0.056, 0.232, -0.275], [0.747, -1.975, -0.281], [1.069, 0.451, 0.212], [-0.571, -1.494, 1.545], [-0.966, 2.104, -1.632], [0.253, -1.489, 0.898], [-0.563, 3.132, 0.043], [-0.014, -1.670, -1.386], [0.225, -0.519, 0.422], [-0.891, 2.558, 0.061], [-0.252, -0.244, 0.141], [0.198, 0.181, -0.253], [-0.047, 0.065, -0.050], [0.341, -0.219, 0.354], [0.463, -0.887, -0.079], [0.913, -0.529, -0.816], [-0.937, 0.675, 0.750], [2.664, 1.250, 1.178], [-0.684, 1.262, 0.640], [-2.050, -0.142, -1.307], [0.593, 0.724, -0.567], [-0.318, -0.325, -0.628], [-0.186, -0.370, 0.344], [-0.867, -0.477, 0.334], [0.251, -0.222, -0.005], [-0.213, -0.132, -0.406], [0.359, -0.584, -0.186], [-0.270, -0.424, 0.128], [0.299, -0.792, -0.046], [-0.264, 0.409, 1.056], [0.170, -0.061, -0.011], [-0.541, 1.020, 0.419], [-0.408, 0.049, -0.145], [0.926, -0.699, -1.089], [0.371, 2.439, 1.844], [0.649, 0.606, -0.190], [-0.423, -0.336, -0.101], [-0.230, 0.207, -0.284], [0.240, -0.385, 0.258], [0.108, -1.006, 0.293], [0.169, 0.386, 0.297], [-0.123, -0.429, -0.110], [-0.210, -0.869, -0.735], [-0.083, 0.130, -0.005], [0.443, 0.250, -0.597], [-1.016, -0.263, 1.072], [0.127, -1.101, -0.912], [0.434, -0.009, -0.554], [1.754, 0.935, -0.351], [-1.541, -1.592, 0.391], [-0.553, -0.971, -0.840], [0.877, -1.377, -1.518], [0.200, 1.457, 0.039], [-0.446, -0.500, -0.199], [-0.253, 0.048, 0.084], [0.147, -0.047, 0.198], [0.451, 0.180, 1.370], [-0.426, -0.048, -0.207], [0.155, 0.198, -0.085], [-0.174, 0.196, 0.497], [0.358, -0.001, 0.849], [-0.940, 0.618, 0.265], [-0.078, 0.330, 0.672]]
}



no.,F_max (eV/Å),HOMO-LUMO gap (Ha),highest occupied orbital energy (eV)
1,1.4,0.316,-9.01
2,3.5,0.348,-10.04
3,5.2,0.053,-12.83